No. 1
A structure of composition C18H37CoOP3Se at a distorted geometry. Source: the Open Molecules 2025 dataset; level of theory: ωB97M-V with the def2-TZVPD basis set.

CARTESIAN COORDINATES (ANGSTROEM)
1 Co 0.57100 0.82086 -0.28587
2 P 2.34485 1.66715 -1.39359
3 P -1.12159 2.10744 -0.89327
4 P 0.33027 -0.82719 -1.68161
5 H 0.43795 -0.10343 2.32374
6 C 0.80304 -0.64243 1.43176
7 C 2.15179 -0.44505 1.06971
8 H 2.74128 0.24459 1.69031
9 C 3.38372 2.92784 -0.57640
10 C 1.96627 2.53536 -2.96713
11 C 3.66660 0.49558 -1.87634
12 C -2.56097 1.56040 0.08586
13 C -1.03206 3.89399 -0.52723
14 C -1.70273 2.08480 -2.63684
15 C 1.41491 -2.26781 -1.39673
16 C 0.48139 -0.67386 -3.49965
17 C -1.31245 -1.58108 -1.46657
18 H 0.31535 -1.61135 1.27215
19 H 2.73735 -1.24513 0.62156
20 H 3.76964 2.53316 0.37157
21 H 2.80761 3.84242 -0.38264
22 H 4.22651 3.16814 -1.23830
23 H 1.32538 3.40637 -2.77848
24 H 1.46234 1.87371 -3.68242
25 H 2.91503 2.88049 -3.40441
26 H 4.07239 0.02774 -0.97165
27 H 4.45591 1.07169 -2.38185
28 H 3.30379 -0.28711 -2.55255
29 H -3.48472 2.10898 -0.14893
30 H -2.34129 1.69472 1.15557
31 H -2.73049 0.49332 -0.11602
32 H -1.97018 4.39681 -0.80621
33 H -0.20889 4.35027 -1.09373
34 H -0.86844 4.05671 0.54754
35 H -2.57272 2.74967 -2.73808
36 H -1.99357 1.07303 -2.95128
37 H -0.90682 2.45550 -3.29833
38 H 1.06992 -3.06702 -2.06285
39 H 1.34762 -2.60415 -0.35870
40 H 2.45858 -2.02472 -1.62545
41 H 0.14835 -1.62155 -3.94443
42 H 1.52407 -0.50144 -3.79187
43 H -0.14039 0.14254 -3.89144
44 H -1.32278 -2.53091 -2.01547
45 H -2.09788 -0.92632 -1.86459
46 H -1.51512 -1.76601 -0.40192
47 C -2.71161 -2.39025 3.49078
48 C -1.37878 -2.61198 3.89317
49 C -1.07795 -3.65549 4.77896
50 C -2.10335 -4.43970 5.34007
51 C -3.44781 -4.14885 5.01496
52 C -3.75511 -3.12825 4.10945
53 Se -2.97577 -1.11946 2.07251
54 H -1.55262 -0.60928 1.81439
55 H -0.59049 -1.98422 3.48427
56 H -0.03170 -3.84799 5.02485
57 H -1.85656 -5.25929 6.02331
58 H -4.23945 -4.73991 5.48090
59 H -4.79912 -2.90370 3.86612
60 O 1.19150 2.85059 1.77775
61 C 0.97899 2.05106 0.96158

Forces on atoms 1 to 6 (eV/Å):
Co 0.737 -1.171 -1.012
P 2.233 1.209 -1.223
P -2.313 2.028 -0.721
P -0.456 -2.554 -1.795
H 0.126 0.069 -0.692
C 2.565 -0.388 0.714

Results
- Spin multiplicity: 5
- Lowest unoccupied orbital energy (spin up / spin down): -9.35 / -12.14 eV
- <S²>: 6.0552
- Maximum force: 0.1451 hartree/bohr
- Total charge: +3
- E_HOMO (spin up / spin down): -16.3 / -18.4 eV
- Orbital gap (spin up / spin down): 6.9 / 6.2 eV

No. 2
A structure of composition C30H33GeN3OPt. Source: the Open Molecules 2025 dataset; level of theory: ωB97M-V with the def2-TZVPD basis set.

CARTESIAN COORDINATES (ANGSTROEM)
1 Pt -0.77432 0.60931 0.88800
2 O -3.35594 2.71449 0.78479
3 C -3.73453 2.63931 2.15300
4 C -4.59306 1.40837 2.32606
5 C -3.84400 0.07426 2.16228
6 C -2.87791 -0.14008 3.29142
7 C -3.35758 -0.54641 4.53673
8 C -2.49299 -0.66926 5.60665
9 C -1.15202 -0.37482 5.41583
10 C -0.74772 0.01369 4.15413
11 N -1.57330 0.12015 3.11381
12 H -2.81390 3.49425 0.64821
13 H -4.31171 3.52321 2.44224
14 H -2.84896 2.58231 2.79867
15 H -5.40171 1.45107 1.59311
16 H -5.04087 1.44878 3.32362
17 H -3.29849 0.05292 1.21902
18 H -4.58005 -0.73129 2.15859
19 H -4.41414 -0.75484 4.65571
20 H -2.85542 -0.98545 6.57709
21 H -0.43612 -0.45281 6.22274
22 H 0.29317 0.24541 3.95294
23 C -0.53777 -1.07539 -0.05892
24 Ge 0.35594 -0.96933 -1.74430
25 C 0.52127 -2.74090 -2.57252
26 C 0.18237 -2.95185 -3.90950
27 C 0.30455 -4.21202 -4.48474
28 C 0.76897 -5.27981 -3.72890
29 C 1.10639 -5.08734 -2.39517
30 C 0.98031 -3.82728 -1.82357
31 C 2.16774 -0.20083 -1.56143
32 C 2.29078 1.14504 -1.19880
33 C 3.53879 1.73116 -1.02922
34 C 4.69142 0.97350 -1.20965
35 C 4.58676 -0.36326 -1.57104
36 C 3.33350 -0.94338 -1.74944
37 C -0.55639 0.21756 -3.01070
38 C -1.95305 0.23910 -3.04838
39 C -2.63057 1.05221 -3.94780
40 C -1.91750 1.85796 -4.82678
41 C -0.52911 1.84695 -4.80248
42 C 0.14493 1.03313 -3.89861
43 H -0.60262 -2.05399 0.41798
44 H -0.18359 -2.12211 -4.50521
45 H 0.03508 -4.36080 -5.52370
46 H 0.86913 -6.26021 -4.17860
47 H 1.46251 -5.92056 -1.80112
48 H 1.23858 -3.68729 -0.77806
49 H 1.39331 1.74399 -1.06695
50 H 3.61260 2.78035 -0.76310
51 H 5.66671 1.42476 -1.07212
52 H 5.48356 -0.95008 -1.73577
53 H 3.26149 -1.98541 -2.04354
54 H -2.51241 -0.37928 -2.35321
55 H -3.71400 1.06209 -3.95935
56 H -2.44323 2.49750 -5.52543
57 H 0.02940 2.47292 -5.48819
58 H 1.22958 1.03510 -3.88609
59 C 3.03999 0.24234 2.08117
60 N 2.67909 1.62548 2.41568
61 C 3.69345 2.48565 3.00340
62 C 1.48393 2.06593 2.08728
63 N 0.39513 2.30862 1.76875
64 H 3.82080 0.22712 1.31917
65 H 2.16233 -0.27119 1.69268
66 H 3.39577 -0.26555 2.98054
67 H 4.56650 2.53340 2.34945
68 H 4.00316 2.09524 3.97437
69 H 3.29594 3.48820 3.13727

Forces on atoms 1 to 6 (eV/Å):
Pt 0.252 -0.612 0.109
O -0.090 -0.079 0.039
C 0.122 0.005 -0.084
C -0.049 -0.125 0.034
C 0.078 0.177 0.059
C 0.015 -0.049 0.161

Results
- Spin multiplicity: 3
- Lowest unoccupied orbital energy (spin up / spin down): 0.42 / 0.19 eV
- <S²>: 2.0095
- Maximum force: 0.0132 hartree/bohr
- Total charge: 0
- E_HOMO (spin up / spin down): -6.0 / -7.5 eV
- Orbital gap (spin up / spin down): 6.5 / 7.6 eV

No. 3
A cluster of 2 separate species, C22H21F4Si in total at a distorted geometry. Source: the Open Molecules 2025 dataset; level of theory: ωB97M-V with the def2-TZVPD basis set.

CARTESIAN COORDINATES (ANGSTROEM)
1 F -4.49039 -0.94439 -2.59421
2 C -3.23288 -0.85709 -3.17340
3 C -2.94398 -1.78234 -4.16707
4 C -1.67088 -1.70662 -4.72241
5 F -1.31182 -2.63121 -5.68218
6 C -0.72895 -0.77833 -4.29104
7 C -1.05280 0.19861 -3.31154
8 C 0.12148 1.08840 -2.87377
9 C 0.10969 2.38585 -2.05350
10 C 1.32099 3.11642 -2.08807
11 C 1.45623 4.29149 -1.36747
12 F 2.63242 4.99773 -1.47310
13 C 0.46868 4.78147 -0.51711
14 C -0.69305 4.01937 -0.46398
15 F -1.69289 4.48825 0.36727
16 C -0.88617 2.81179 -1.14879
17 C -2.30711 0.07708 -2.66813
18 H -3.69700 -2.45626 -4.58153
19 H 0.29393 -0.85523 -4.67024
20 H 0.82191 1.17211 -3.75555
21 H 2.15612 2.75483 -2.69159
22 H 0.54868 5.76571 -0.06628
23 H -1.79536 2.24141 -0.94979
24 H -2.56270 0.60918 -1.75008
25 C 2.49535 -1.91694 0.59561
26 Si 0.76665 -1.31105 0.87388
27 C -0.70661 -2.38488 0.56294
28 C 0.53563 0.15236 1.99460
29 C 0.66149 -0.55172 3.35001
30 C 1.92163 -0.67322 3.96143
31 C 2.05535 -1.43311 5.12707
32 C 0.92495 -1.99564 5.72642
33 C -0.33776 -1.83351 5.14938
34 C -0.48013 -1.07594 3.98253
35 H 0.68810 0.40840 -2.26878
36 H 2.67295 -2.50092 1.50969
37 H 2.57324 -2.56231 -0.29751
38 H 3.24271 -1.10929 0.51667
39 H -0.74206 -2.98681 1.48411
40 H -1.64671 -1.81763 0.44330
41 H -0.56868 -3.03473 -0.32277
42 H 1.33849 0.87730 1.78089
43 H -0.45412 0.59697 1.80086
44 H 2.79302 -0.23247 3.46028
45 H 3.04954 -1.60191 5.53346
46 H 1.02484 -2.53996 6.65632
47 H -1.21507 -2.31566 5.57429
48 H -1.45697 -0.94558 3.49887

Forces on atoms 1 to 6 (eV/Å):
F 1.563 0.294 -0.522
C -0.467 -0.292 0.692
C -0.113 0.479 -0.531
C 0.426 -0.484 -0.068
F -0.402 1.140 1.112
C -0.053 0.294 0.016

Results
- Spin multiplicity: 1
- Lowest unoccupied orbital energy: -5.05 eV
- Maximum force: 0.0326 hartree/bohr
- Total charge: +1
- E_HOMO: -11.9 eV
- Energy relative to the best compared isomer or geometry (same formula, charge and spin): 1.3 kcal/mol
- Orbital gap: 6.8 eV

No. 4
A structure of composition C4H6F3N2O3PtS5Sb at a distorted geometry. Source: the Open Molecules 2025 dataset; level of theory: ωB97M-V with the def2-TZVPD basis set.

CARTESIAN COORDINATES (ANGSTROEM)
1 Pt 0.10619 -0.40728 -0.06592
2 S 4.86151 -1.41015 2.24184
3 Sb 3.11088 -2.37582 0.96066
4 S 0.16594 -2.51018 0.55857
5 S 2.28439 -0.11988 0.27192
6 S 4.53328 -2.71147 -0.86395
7 C -1.19436 4.51150 -1.89925
8 N 0.01623 3.76250 -1.58282
9 C 1.31376 4.38467 -1.84146
10 C -0.03562 2.63833 -0.93394
11 N -0.07175 1.64422 -0.34639
12 H -1.17275 4.81378 -2.94597
13 H -1.26990 5.40093 -1.27088
14 H -2.06860 3.88727 -1.73927
15 H 1.35981 4.70021 -2.88293
16 H 2.10613 3.66245 -1.66179
17 H 1.46104 5.24748 -1.18978
18 F -2.88409 1.66503 -1.89914
19 C -2.94703 0.58189 -2.69959
20 F -4.21869 0.22184 -2.80672
21 F -2.49724 0.93672 -3.90634
22 S -1.88574 -0.79076 -2.01871
23 O -2.44897 -1.99113 -2.53135
24 O -2.00594 -0.59529 -0.55203
25 O -0.55165 -0.41991 -2.46744

Forces on atoms 1 to 6 (eV/Å):
Pt 1.028 0.055 0.779
S -0.226 -0.188 -0.276
Sb 0.500 0.118 -0.141
S 0.200 0.052 -0.046
S -0.784 -0.262 0.147
S -0.303 0.097 0.426

Results
- Spin multiplicity: 5
- Lowest unoccupied orbital energy (spin up / spin down): -0.74 / -3.15 eV
- <S²>: 6.0374
- Maximum force: 0.0251 hartree/bohr
- Total charge: 0
- E_HOMO (spin up / spin down): -8.6 / -8.4 eV
- Orbital gap (spin up / spin down): 7.8 / 5.2 eV

No. 5
An isolated molecule of C6H7N at a distorted geometry. Source: the Open Molecules 2025 dataset; level of theory: ωB97M-V with the def2-TZVPD basis set.

CARTESIAN COORDINATES (ANGSTROEM)
1 C 0.46924 2.58987 -0.22780
2 C -0.23125 1.61201 -0.18561
3 C -1.11315 0.49732 0.08027
4 C -2.43730 0.59672 -0.08816
5 N -0.48971 -0.64544 0.49011
6 C 0.60862 -0.87083 -0.18417
7 C 1.63433 -1.81383 0.36236
8 H 1.12758 3.42496 -0.28489
9 H -3.08402 -0.23527 0.17041
10 H -2.90600 1.53542 -0.36439
11 H 0.74423 -0.56997 -1.23920
12 H 1.50196 -2.80255 -0.07994
13 H 1.54784 -1.88092 1.44958
14 H 2.62764 -1.43749 0.10142

Forces on atoms 1 to 6 (eV/Å):
C -0.012 -0.336 -0.145
C -0.296 0.781 0.378
C -1.702 1.346 -1.367
C -0.129 0.227 0.475
N 3.608 -0.805 -0.621
C -1.680 -1.611 1.150

Results
- Spin multiplicity: 1
- Lowest unoccupied orbital energy: 0.42 eV
- Maximum force: 0.0729 hartree/bohr
- Total charge: 0
- E_HOMO: -8.6 eV
- Energy relative to the best compared isomer or geometry (same formula, charge and spin): 82.4 kcal/mol
- Orbital gap: 9.0 eV
- SMILES string: C#CC(=C)/N=C/C

No. 6
A cluster of 2 separate species, C3H14N4O in total at a distorted geometry. Source: the Open Molecules 2025 dataset; level of theory: ωB97M-V with the def2-TZVPD basis set.

CARTESIAN COORDINATES (ANGSTROEM)
1 N 0.97434 -0.37220 2.02770
2 C 0.27003 0.79621 1.51588
3 C 1.17573 1.43137 0.09290
4 N 0.42474 2.45187 -0.56893
5 O 1.56213 0.45468 -0.73174
6 H 1.71685 -0.66555 1.40152
7 H 0.63336 -0.72466 2.91397
8 H -0.81695 0.63644 1.40998
9 H 0.33967 1.63538 2.21885
10 H 2.02814 1.87175 0.62262
11 H 0.12541 3.18971 0.05498
12 H -0.36957 2.06890 -1.06639
13 H 0.63880 -0.25510 -0.97684
14 C -1.64208 -0.96196 -1.77369
15 N -0.54014 -1.00363 -0.81811
16 N -0.26642 -2.34200 -0.38141
17 H -2.57168 -1.33709 -1.33482
18 H -1.38222 -1.57862 -2.63331
19 H -1.79304 0.07205 -2.08229
20 H -0.78072 -0.42797 0.02379
21 H -0.44626 -2.40239 0.62443
22 H 0.71988 -2.53717 -0.53909

Forces on atoms 1 to 6 (eV/Å):
N -1.086 1.150 -0.834
C 1.752 0.895 -0.883
C -1.760 -0.712 2.761
N -0.044 0.446 -0.212
O -1.090 -2.200 -0.971
H -0.173 -0.523 0.926

Results
- Spin multiplicity: 1
- Lowest unoccupied orbital energy: 0.77 eV
- Maximum force: 0.0652 hartree/bohr
- Total charge: 0
- E_HOMO: -8.4 eV
- Energy relative to the best compared isomer or geometry (same formula, charge and spin): 60.4 kcal/mol
- Orbital gap: 9.1 eV
- SMILES string: NC[C@H](N)O.CNN